[1]
The following is a DFT calculation (wB97M-V/def2-TZVPD) of a 10-piece molecular cluster, C10H40N2O10 overall in a non-equilibrium geometry.

Properties
- Net charge: -1
- 2S+1: 2
- ⟨S²⟩: 0.75
- Kohn-Sham gap (spin up / spin down): 0.06325 / 0.34021 hartree
- E_tot: -1266.71360 Eh

Atoms and positions in Å:
C1 2.67 1.36 2.51
O1 1.46 1.96 2.71
H1 3.50 1.73 3.11
H2 2.58 0.31 2.79
H3 2.94 1.36 1.45
H4 0.80 1.49 2.19
C2 -0.98 3.29 -2.07
O2 0.12 3.58 -2.83
H5 -1.17 4.03 -1.30
H6 -1.93 3.32 -2.61
H7 -0.91 2.29 -1.64
H8 0.05 4.51 -3.08
C3 2.09 -3.73 -0.63
O3 3.19 -2.88 -0.61
H9 1.67 -3.95 0.35
H10 1.41 -3.31 -1.37
H11 2.40 -4.70 -1.02
H12 3.33 -2.53 -1.49
C4 0.54 -0.09 -0.28
O4 0.05 0.61 0.83
H13 -0.19 -0.07 -1.09
H14 1.50 0.27 -0.63
H15 0.76 -1.09 0.09
H16 -0.91 0.55 0.84
C5 0.28 -1.59 -3.81
O5 -1.13 -1.69 -3.88
H17 0.81 -2.54 -3.77
H18 0.67 -1.04 -4.67
H19 0.58 -1.02 -2.93
H20 -1.43 -1.83 -2.98
C6 -3.11 0.68 2.29
O6 -2.78 0.75 0.92
H21 -2.27 1.13 2.81
H22 -3.96 1.34 2.48
H23 -3.32 -0.33 2.63
H24 -3.56 1.11 0.49
C7 -2.33 -3.88 -1.48
O7 -1.66 -2.66 -1.41
H25 -3.34 -3.87 -1.08
H26 -2.44 -4.17 -2.53
H27 -1.65 -4.56 -0.96
H28 -1.60 -2.42 -0.48
C8 3.36 2.25 -1.95
O8 2.48 1.96 -3.04
H29 3.81 3.17 -2.32
H30 2.95 2.56 -1.00
H31 4.10 1.45 -1.86
H32 1.75 2.58 -3.06
C9 -1.07 3.97 2.34
O9 -2.46 4.28 2.25
H33 -0.84 3.79 3.39
H34 -0.94 3.09 1.72
H35 -0.35 4.66 1.91
H36 -2.90 4.13 3.09
C10 -0.61 -2.44 2.17
O10 -1.41 -2.33 1.31
N1 0.19 -1.52 2.51
N2 -0.56 -3.46 2.89
H37 0.15 -0.64 2.00
H38 0.88 -1.67 3.23
H39 0.05 -3.37 3.69
H40 -1.28 -4.17 2.87



[2]
The following is a DFT calculation (wB97M-V/def2-TZVPD) of C10H45Ba2N2O11 as an isolated structure in a non-equilibrium geometry.

Properties
- Net charge: +3
- 2S+1: 1
- Kohn-Sham gap: 0.14279 hartree
- E_tot: -1395.00120 Eh

Atoms and positions in Å:
N1 1.87 -1.82 -3.76
H1 1.96 -0.86 -4.06
H2 2.80 -2.20 -3.79
H3 1.24 -2.25 -4.42
H4 1.55 -1.87 -2.80
N2 -0.94 -3.93 -0.22
H5 -0.64 -3.07 -0.67
H6 -1.24 -4.63 -0.88
H7 -1.51 -3.56 0.52
H8 -0.10 -4.19 0.28
Ba1 0.68 -3.55 3.36
Ba2 3.09 -2.71 0.38
O1 -1.89 -3.40 2.28
H9 -2.86 -3.38 2.15
O2 1.28 -1.16 1.92
C1 0.32 -0.63 1.06
C2 0.51 -0.60 -0.52
O3 0.99 -1.81 -1.16
H10 -0.07 0.33 1.40
H11 -0.51 -1.32 1.24
H12 1.15 0.27 -0.63
H13 -0.45 -0.31 -0.94
C3 4.64 0.46 -1.03
O4 4.50 -0.23 0.19
H14 5.38 -0.19 -1.49
H15 3.71 0.42 -1.59
H16 5.18 1.41 -1.07
H17 5.18 0.10 0.78
C4 -2.61 2.60 0.49
O5 -3.28 2.93 1.76
H18 -3.29 2.44 -0.35
H19 -1.92 3.39 0.22
H20 -2.05 1.66 0.56
H21 -2.61 2.64 2.39
C5 1.26 3.02 -0.74
O6 1.67 4.32 -1.22
H22 1.51 2.96 0.32
H23 0.19 2.89 -0.87
H24 1.88 2.29 -1.26
H25 1.14 4.95 -0.73
C6 -4.32 -1.37 1.73
O7 -3.12 -1.15 1.02
H26 -4.25 -1.62 2.79
H27 -4.81 -0.41 1.82
H28 -4.85 -2.25 1.34
H29 -2.47 -1.78 1.36
C7 -1.57 1.16 4.58
O8 -1.02 1.92 3.46
H30 -1.88 1.91 5.30
H31 -2.53 0.70 4.36
H32 -0.84 0.55 5.11
H33 -0.12 1.61 3.32
C8 0.00 1.44 -4.37
O9 1.32 0.91 -4.58
H34 0.08 2.47 -4.02
H35 -0.49 1.60 -5.33
H36 -0.59 0.84 -3.67
H37 1.95 1.58 -4.29
C9 -2.60 -1.40 -2.67
O10 -1.52 -2.25 -2.90
H38 -2.34 -0.35 -2.78
H39 -3.44 -1.69 -3.30
H40 -2.88 -1.57 -1.63
H41 -0.76 -2.05 -2.35
C10 2.60 2.00 3.09
O11 3.02 0.67 3.44
H42 3.43 2.70 3.17
H43 2.18 2.16 2.10
H44 1.74 2.18 3.73
H45 2.38 0.06 3.07



[3]
The following is a DFT calculation (wB97M-V/def2-TZVPD) of a 7-piece molecular cluster, C10H4Cl24FIN2O4PS overall in a non-equilibrium geometry.

Properties
- Net charge: +1
- 2S+1: 1
- Kohn-Sham gap: 0.22895 hartree
- E_tot: -12975.22454 Eh

Atoms and positions in Å:
O1 9.84 0.15 4.23
S1 9.13 -0.52 3.22
O2 8.63 -1.77 3.60
F1 9.93 -0.70 1.92
N1 7.73 0.49 2.78
N2 6.59 -0.13 2.98
C1 5.52 0.55 2.69
P1 3.88 -0.38 2.96
O3 3.45 -0.87 1.45
O4 2.80 0.75 3.38
C2 5.63 1.89 2.22
C3 6.83 2.50 2.02
C4 7.97 1.72 2.31
I1 9.86 2.57 1.98
H1 4.24 -1.17 0.99
H2 2.33 0.39 4.15
H3 4.71 2.42 2.01
H4 6.93 3.51 1.66
C5 0.01 -2.53 -0.95
Cl1 0.12 -1.57 -2.44
Cl2 1.37 -3.65 -0.87
Cl3 0.04 -1.45 0.45
Cl4 -1.50 -3.43 -0.96
C6 1.28 4.00 3.81
Cl5 1.50 3.98 5.56
Cl6 0.66 5.57 3.30
Cl7 2.85 3.71 3.03
Cl8 0.11 2.73 3.35
C7 -3.52 -3.10 -4.52
Cl9 -4.07 -2.49 -2.95
Cl10 -2.56 -1.84 -5.32
Cl11 -2.52 -4.54 -4.28
Cl12 -4.91 -3.51 -5.52
C8 -9.04 -2.65 -4.67
Cl13 -8.95 -3.20 -6.35
Cl14 -9.92 -1.12 -4.59
Cl15 -9.87 -3.88 -3.70
Cl16 -7.40 -2.43 -4.04
C9 -12.89 -1.42 -1.69
Cl17 -12.80 -1.97 -3.37
Cl18 -13.73 0.14 -1.63
Cl19 -13.76 -2.61 -0.72
Cl20 -11.25 -1.23 -1.06
C10 0.91 3.47 -1.25
Cl21 0.72 3.39 0.50
Cl22 2.44 4.28 -1.64
Cl23 0.92 1.84 -1.91
Cl24 -0.43 4.39 -1.95



[4]
The following is a DFT calculation (wB97M-V/def2-TZVPD) of C10H4F6N2O6OsS2Se4 as an isolated structure.

Properties
- Relative energy (zero: lowest compared OMol25 entry of this formula, charge and spin): 0.095 eV
- Net charge: 0
- 2S+1: 1
- Kohn-Sham gap (spin up / spin down): 0.19704 / 0.19672 hartree
- E_tot: -12036.43538 Eh

Atoms and positions in Å:
Os1 -0.09 -0.17 -2.04
Se1 -1.65 0.28 -3.65
Se2 -2.54 -1.69 -4.44
Se3 -1.55 -3.25 -3.06
Se4 0.57 -2.24 -3.04
F1 4.53 0.49 -2.95
C1 3.80 0.76 -1.88
F2 3.32 -0.37 -1.38
F3 4.55 1.37 -0.98
S1 2.40 1.86 -2.41
O1 1.44 0.94 -3.07
O2 2.96 2.84 -3.28
N1 1.88 2.34 -1.02
S2 0.41 2.81 -0.77
O3 0.03 4.05 -1.34
O4 -0.56 1.70 -0.95
C2 0.47 3.03 1.06
F4 0.80 1.89 1.66
F5 1.35 3.97 1.36
F6 -0.74 3.40 1.46
O5 0.89 -0.55 -0.09
C3 -0.21 -1.00 0.34
N2 -1.18 -1.10 -0.57
C4 -2.39 -1.44 0.04
O6 -3.46 -1.53 -0.49
C5 -2.04 -1.66 1.49
C6 -2.84 -2.05 2.54
C7 -2.24 -2.14 3.80
C8 -0.89 -1.85 3.98
C9 -0.09 -1.46 2.91
C10 -0.69 -1.38 1.68
H1 -3.89 -2.27 2.40
H2 -2.83 -2.44 4.65
H3 -0.46 -1.93 4.97
H4 0.96 -1.22 3.05



[5]
The following is a DFT calculation (wB97M-V/def2-TZVPD) of C10H5BrEuNO5 as an isolated structure in a non-equilibrium geometry.

Properties
- Relative energy (zero: lowest compared OMol25 entry of this formula, charge and spin): 0.430 eV
- Net charge: +1
- 2S+1: 8
- ⟨S²⟩: 15.77
- Kohn-Sham gap (spin up / spin down): 0.21499 / 0.22343 hartree
- E_tot: -4098.99839 Eh

Atoms and positions in Å:
O1 -4.05 1.02 -2.74
C1 -3.08 0.90 -2.15
Eu1 -0.97 -0.47 -0.15
C2 0.69 -1.48 1.31
O2 1.48 -2.18 1.80
C3 0.68 1.38 -0.56
O3 1.76 1.86 -0.50
C4 -1.45 1.73 1.46
O4 -1.64 2.60 2.19
C5 0.77 -0.95 -2.42
O5 1.66 -1.30 -3.06
H1 -0.25 1.64 -1.23
Br1 5.35 1.10 3.50
C6 3.43 0.89 3.62
C7 2.81 1.05 4.86
C8 1.43 0.87 4.90
C9 0.75 0.54 3.72
N1 1.37 0.45 2.57
C10 2.69 0.58 2.47
H2 3.41 1.32 5.71
H3 0.85 0.99 5.80
H4 -0.32 0.32 3.69
H5 3.11 0.40 1.49



[6]
The following is a DFT calculation (wB97M-V/def2-TZVPD) of C10H5Cl2NNdO3Y as an isolated structure in a non-equilibrium geometry.

Properties
- Relative energy (zero: lowest compared OMol25 entry of this formula, charge and spin): 1.418 eV
- Net charge: +4
- 2S+1: 4
- ⟨S²⟩: 3.76
- Kohn-Sham gap (spin up / spin down): 0.09915 / 0.09928 hartree
- E_tot: -2183.01430 Eh

Atoms and positions in Å:
Y1 -4.10 -2.55 -0.42
Nd1 -0.28 0.69 -0.15
Cl1 -3.40 -2.21 -2.78
Cl2 0.38 -1.61 0.74
C1 1.41 0.68 1.54
C2 -4.72 -0.35 -0.42
C3 -3.60 -1.53 1.64
O1 2.20 0.21 2.25
O2 -4.97 0.75 -0.15
O3 -3.59 -0.88 2.61
N1 1.63 1.02 -1.30
C4 2.71 0.92 -1.78
C5 3.89 0.98 -2.50
C6 4.43 -0.15 -3.18
C7 5.64 -0.03 -3.87
C8 6.33 1.19 -3.91
C9 5.81 2.30 -3.26
C10 4.60 2.20 -2.57
H1 3.93 -1.12 -3.12
H2 6.10 -0.90 -4.36
H3 7.27 1.29 -4.44
H4 6.32 3.25 -3.26
H5 4.20 3.09 -2.07



[7]
The following is a DFT calculation (wB97M-V/def2-TZVPD) of C10H5F6N8O11S2Tl as an isolated structure.

Properties
- Relative energy (zero: lowest compared OMol25 entry of this formula, charge and spin): 0.312 eV
- Net charge: -2
- 2S+1: 1
- Kohn-Sham gap: 0.26807 hartree
- E_tot: -3217.75817 Eh

Atoms and positions in Å:
Tl1 0.95 1.78 -0.23
O1 -2.22 -1.32 0.30
C1 -1.81 -0.22 -0.05
O2 -0.65 0.04 -0.50
C2 -2.81 0.94 0.00
C3 -4.11 0.65 -0.27
C4 -5.09 1.67 -0.30
C5 -4.75 2.98 -0.07
C6 -3.43 3.30 0.22
C7 -2.39 2.29 0.35
O3 -1.24 2.53 0.77
N1 -3.15 4.71 0.39
O4 -2.00 5.08 0.52
O5 -4.10 5.50 0.37
N2 -6.46 1.35 -0.58
O6 -7.30 2.25 -0.59
O7 -6.76 0.18 -0.83
H1 -4.39 -0.38 -0.46
H2 -5.49 3.76 -0.12
F1 -0.59 -2.20 2.63
C8 0.69 -2.53 2.67
F2 1.18 -2.16 3.87
F3 0.80 -3.86 2.58
S1 1.67 -1.69 1.36
O8 1.43 -0.29 1.57
O9 3.02 -2.16 1.63
N3 1.04 -2.35 0.11
S2 1.12 -1.86 -1.37
O10 1.81 -0.61 -1.56
O11 -0.01 -2.22 -2.16
C9 2.37 -3.08 -2.00
F4 2.59 -2.90 -3.31
F5 1.97 -4.34 -1.83
F6 3.56 -2.95 -1.38
N4 5.62 -1.61 0.68
N5 5.19 -0.44 0.05
N6 5.09 -0.35 -1.25
C10 4.63 0.89 -1.37
N7 4.50 1.51 -0.19
N8 4.86 0.63 0.72
H3 5.26 -1.51 1.63
H4 5.04 -2.34 0.28
H5 4.37 1.33 -2.32



[8]
The following is a DFT calculation (wB97M-V/def2-TZVPD) of C10H69F2N2O33PS2 as an isolated structure in a non-equilibrium geometry.

Properties
- Net charge: 0
- 2S+1: 1
- Kohn-Sham gap: 0.28964 hartree
- E_tot: -4352.37602 Eh

Atoms and positions in Å:
C1 -0.99 -1.05 0.37
C2 -1.64 -0.55 -0.96
F1 -2.91 0.05 -0.64
C3 -0.83 0.53 -1.69
C4 -0.53 0.40 -3.14
P1 -1.16 -1.00 -4.15
O1 -2.63 -1.52 -3.65
O2 -0.07 -2.22 -4.24
S1 -1.40 -0.40 -5.99
C5 0.23 1.31 -3.85
C6 0.79 2.48 -3.22
N1 1.58 3.45 -3.81
S2 1.85 4.46 -2.56
N2 1.05 3.79 -1.30
C7 0.46 2.63 -1.80
C8 -0.36 1.65 -1.03
C9 -0.64 1.94 0.46
C10 -2.14 2.40 0.69
O3 -2.62 3.12 -0.14
F2 -2.87 2.07 1.79
H1 0.00 -0.61 0.55
H2 -1.66 -0.66 1.17
H3 -1.02 -2.14 0.43
H4 -1.83 -1.46 -1.55
H5 -3.01 -0.91 -2.99
H6 0.01 -2.41 -5.19
H7 0.46 1.18 -4.92
H8 -0.02 2.81 0.76
H9 -0.35 1.13 1.15
O4 -4.28 -3.32 -5.22
H10 -4.74 -2.70 -5.79
H11 -3.89 -2.77 -4.53
O5 1.20 -2.73 0.61
H12 1.61 -3.23 1.33
H13 0.80 -3.41 0.06
O6 2.68 3.66 1.78
H14 3.65 3.64 1.75
H15 2.42 3.90 0.88
O7 -5.55 -1.59 -1.50
H16 -4.75 -1.15 -1.18
H17 -6.24 -1.29 -0.91
O8 2.22 6.29 -0.10
H18 1.98 6.08 0.81
H19 1.78 7.13 -0.27
O9 1.50 -1.86 -1.89
H20 1.16 -2.07 -2.77
H21 2.31 -2.39 -1.82
O10 -0.62 -4.17 1.45
H22 -0.65 -3.63 2.24
H23 -1.00 -5.02 1.72
O11 -5.02 -5.42 -3.11
H24 -5.34 -4.98 -2.32
H25 -4.63 -4.71 -3.64
O12 2.02 0.40 -6.67
H26 2.11 0.54 -7.62
H27 2.89 0.12 -6.39
O13 3.70 -2.10 -0.32
H28 4.50 -1.67 0.00
H29 3.01 -1.79 0.29
O14 2.33 2.96 4.65
H30 2.40 3.29 3.74
H31 2.42 3.75 5.20
O15 -2.50 -6.28 1.52
H32 -2.60 -7.13 1.95
H33 -3.33 -6.17 1.05
O16 -1.76 5.86 0.26
H34 -2.38 5.12 0.33
H35 -1.95 6.40 1.04
O17 5.74 4.18 1.97
H36 5.81 4.50 1.06
H37 5.83 4.97 2.51
O18 0.89 4.81 6.47
H38 0.26 4.09 6.56
H39 0.73 5.36 7.25
O19 2.70 -3.72 3.60
H40 3.50 -3.28 3.92
H41 2.01 -3.40 4.19
O20 4.27 -1.48 -4.05
H42 3.42 -1.29 -4.45
H43 4.05 -1.87 -3.20
O21 -0.24 -0.91 3.33
H44 0.57 -0.48 3.65
H45 -0.91 -0.60 3.94
O22 -0.38 3.94 3.00
H46 0.26 3.50 3.58
H47 -1.18 3.41 3.12
O23 -5.00 -6.63 2.30
H48 -5.62 -7.37 2.38
H49 -5.17 -6.09 3.07
O24 -2.48 -8.71 0.32
H50 -1.52 -8.71 0.31
H51 -2.72 -8.46 -0.58
O25 -1.85 4.26 -3.00
H52 -2.08 4.07 -2.09
H53 -2.32 5.08 -3.18
O26 3.41 -1.10 4.15
H54 3.49 -0.76 3.25
H55 3.47 -0.30 4.69
O27 5.14 4.75 5.26
H56 4.51 4.03 5.35
H57 4.99 5.31 6.03
O28 -0.35 -0.02 6.24
H58 -0.38 0.51 7.05
H59 -0.72 -0.87 6.51
O29 0.23 -2.76 -8.51
H60 -0.40 -3.47 -8.35
H61 0.09 -2.16 -7.76
O30 5.31 0.28 2.27
H62 5.45 0.49 1.34
H63 6.18 0.00 2.58
O31 -0.80 5.31 9.05
H64 -1.44 4.60 9.14
H65 -0.96 5.87 9.82
O32 -1.90 -3.79 -1.63
H66 -1.74 -4.51 -1.00
H67 -2.68 -4.08 -2.12
O33 -1.22 1.87 -9.00
H68 -2.09 2.06 -9.37
H69 -1.42 1.54 -8.11